Entry 1:
ORCA calculation (ωB97M-V/def2-TZVPD) on a cluster of 2 separate species, C5H9NO in total.

Summary:
* energy: -325.7345 hartree
* M: 99.13 g mol⁻¹
* frontier orbital gap: 10.16 eV
* net charge: 0

```
16
Properties=species:S:1:pos:R:3:nbo_charge:R:1
C 1.70 1.27 1.26 -0.87
C 1.09 -1.66 0.49 0.17
N -0.16 -1.79 0.78 -0.57
C -0.01 -1.42 -0.59 -0.21
C -0.48 -0.04 -0.97 0.03
C -1.93 0.18 -1.11 -0.11
O -1.23 0.64 0.03 -0.49
H 1.81 1.71 0.26 0.20
H 2.32 1.82 1.97 0.21
H 0.65 1.32 1.55 0.22
H 2.03 0.23 1.23 0.23
H -0.81 -1.71 1.54 0.42
H -0.19 -2.19 -1.33 0.19
H 0.20 0.61 -1.53 0.20
H -2.32 0.95 -1.78 0.19
H -2.60 -0.67 -0.94 0.18
```

---

Entry 2:
ORCA calculation (ωB97M-V/def2-TZVPD) on the molecule C5H9NO.

Summary:
* energy: -325.9034 hartree
* M: 99.13 g mol⁻¹
* frontier orbital gap: 10.22 eV
* net charge: 0
* structure (SMILES): C[C@H]1CN(C)C1=O

```
16
Properties=species:S:1:pos:R:3:nbo_charge:R:1
C -0.61 -1.50 -1.64 -0.61
C 0.20 -1.03 -0.44 -0.31
C 0.91 0.35 -0.46 -0.19
N 0.12 0.71 0.70 -0.43
C 0.18 1.80 1.63 -0.42
C -0.58 -0.46 0.75 0.69
O -1.47 -0.85 1.48 -0.61
H -1.10 -0.66 -2.14 0.21
H -1.39 -2.19 -1.30 0.23
H 0.01 -2.03 -2.37 0.21
H 0.88 -1.82 -0.10 0.22
H 2.00 0.34 -0.28 0.19
H 0.70 0.96 -1.35 0.19
H -0.60 1.63 2.38 0.23
H 1.15 1.84 2.14 0.19
H -0.01 2.76 1.14 0.20
```

---

Entry 3:
ORCA calculation (ωB97M-V/def2-TZVPD) on the molecule C5H9NO.

Summary:
* energy: -325.9022 hartree
* M: 99.13 g mol⁻¹
* frontier orbital gap: 11.60 eV
* net charge: 0
* structure (SMILES): CC[C@@H](O)CC#N

```
16
Properties=species:S:1:pos:R:3:nbo_charge:R:1
C -2.12 -0.22 0.14 -0.61
C -0.63 -0.59 0.17 -0.43
C 0.27 0.62 -0.07 0.12
O 0.10 1.60 0.94 -0.70
C 1.76 0.24 -0.14 -0.53
C 2.07 -0.67 -1.24 0.28
N 2.30 -1.40 -2.11 -0.32
H -2.42 0.09 -0.86 0.21
H -2.74 -1.07 0.44 0.21
H -2.32 0.61 0.82 0.21
H -0.42 -1.36 -0.57 0.22
H -0.37 -1.02 1.15 0.19
H -0.02 1.11 -1.00 0.19
H 0.11 1.14 1.79 0.46
H 2.07 -0.24 0.80 0.24
H 2.35 1.15 -0.25 0.26
```

---

Entry 4:
ORCA calculation (ωB97M-V/def2-TZVPD) on a structure of composition C5H9NO.

Summary:
* energy: -325.8290 hartree
* M: 99.13 g mol⁻¹
* frontier orbital gap: 8.44 eV
* net charge: 0

```
16
Properties=species:S:1:pos:R:3:nbo_charge:R:1
C 0.79 -1.51 0.21 -0.43
C 1.44 1.59 -0.12 -0.67
C 0.16 0.82 0.14 0.26
C -1.59 -0.22 0.21 0.25
C -1.15 1.14 -0.10 -0.40
O -1.94 -1.02 -0.89 -0.69
N -0.04 -0.40 0.61 -0.44
H -2.09 -1.91 -0.53 0.47
H -2.27 -0.37 1.06 0.16
H -1.69 2.06 -0.28 0.21
H 1.85 -1.29 0.37 0.21
H 0.53 -2.40 0.80 0.20
H 0.67 -1.75 -0.85 0.18
H 2.20 1.36 0.64 0.22
H 1.26 2.66 -0.19 0.24
H 1.87 1.26 -1.07 0.23
```

---

Entry 5:
ORCA calculation (ωB97M-V/def2-TZVPD) on a structure of composition C5H9NO.

Summary:
* energy: -325.8036 hartree
* M: 99.13 g mol⁻¹
* frontier orbital gap: 10.77 eV
* net charge: 0

```
16
Properties=species:S:1:pos:R:3:nbo_charge:R:1
C -1.23 -0.31 1.14 -0.58
C -0.22 0.05 0.09 -0.21
C -0.01 -1.21 -0.69 -0.55
C -0.37 1.34 -0.71 -0.06
O 1.07 1.51 -0.74 -0.51
C 1.27 0.49 0.15 0.61
N 2.30 0.10 0.74 -0.71
H -0.87 -1.04 1.87 0.23
H -1.65 0.57 1.69 0.23
H -1.88 -1.15 0.37 0.20
H 0.66 -1.88 -0.12 0.23
H -1.18 -1.75 -0.61 0.17
H 0.40 -1.01 -1.70 0.22
H -0.83 2.17 -0.15 0.18
H -0.79 1.28 -1.72 0.19
H 3.07 0.76 0.62 0.36
```

---

Entry 6:
ORCA calculation (ωB97M-V/def2-TZVPD) on the molecule C5H9NO.

Summary:
* energy: -325.8883 hartree
* M: 99.13 g mol⁻¹
* frontier orbital gap: 11.73 eV
* net charge: 0
* structure (SMILES): CC[C@@H](O)CC#N

```
16
Properties=species:S:1:pos:R:3:nbo_charge:R:1
C 2.12 -0.06 0.07 -0.61
C 0.71 0.23 0.52 -0.44
C -0.34 -0.11 -0.52 0.13
O -0.40 -1.51 -0.85 -0.73
C -1.84 -0.11 -0.02 -0.53
C -2.16 1.19 0.46 0.28
N -2.38 2.27 0.85 -0.34
H 2.34 0.45 -0.87 0.21
H 2.84 0.26 0.83 0.23
H 2.27 -1.14 -0.09 0.19
H 0.64 1.30 0.76 0.23
H 0.51 -0.31 1.45 0.21
H -0.16 0.47 -1.46 0.18
H 0.49 -1.77 -1.11 0.47
H -2.06 -0.82 0.80 0.26
H -2.55 -0.34 -0.82 0.26
```

---

Entry 7:
ORCA calculation (ωB97M-V/def2-TZVPD) on a cluster of 2 separate species, C5H9NO in total.

Summary:
* energy: -325.7011 hartree
* M: 99.13 g mol⁻¹
* frontier orbital gap (alpha / beta): 9.42 / 8.52 eV
* net charge: 0

```
16
Properties=species:S:1:pos:R:3:nbo_charge:R:1
C 1.16 1.20 1.96 0.36
C -1.33 0.00 -0.40 -0.15
C -0.29 0.27 -1.43 -0.16
C -1.11 -0.91 0.81 -0.59
C 1.11 -0.39 -1.29 -0.64
N -0.69 1.24 -0.42 -0.20
O 2.36 0.95 1.80 -0.48
H 0.74 1.83 2.73 0.14
H -2.39 0.22 -0.77 0.21
H -0.69 0.59 -2.39 0.22
H -0.17 -0.65 1.14 0.21
H -1.14 -1.89 0.52 0.21
H -1.96 -0.71 1.69 0.21
H 1.03 -1.47 -1.41 0.21
H 1.69 -0.26 -0.36 0.24
H 1.69 -0.02 -2.17 0.22
```

---

Entry 8:
ORCA calculation (ωB97M-V/def2-TZVPD) on the molecule C5H9NO.

Summary:
* energy: -325.9060 hartree
* M: 99.13 g mol⁻¹
* frontier orbital gap: 10.55 eV
* net charge: 0
* structure (SMILES): C[C@@H]1C(=O)N[C@@H]1C

```
16
Properties=species:S:1:pos:R:3:nbo_charge:R:1
C -1.10 0.14 -1.33 -0.61
C -0.98 0.04 0.19 -0.32
C -0.61 1.42 0.74 0.69
O -1.21 2.45 0.93 -0.59
N 0.70 1.05 0.89 -0.64
C 0.41 -0.39 0.76 -0.02
C 1.38 -1.22 -0.05 -0.63
H -1.66 1.05 -1.60 0.23
H -1.59 -0.72 -1.79 0.21
H -0.11 0.25 -1.77 0.21
H -1.85 -0.43 0.64 0.22
H 1.45 1.54 1.37 0.40
H 0.28 -0.85 1.76 0.18
H 1.56 -0.82 -1.05 0.21
H 0.99 -2.24 -0.16 0.22
H 2.34 -1.28 0.46 0.22
```

---

Entry 9:
ORCA calculation (ωB97M-V/def2-TZVPD) on a structure of composition C5H9NO.

Summary:
* energy: -325.8155 hartree
* M: 99.13 g mol⁻¹
* frontier orbital gap: 10.89 eV
* net charge: 0

```
16
Properties=species:S:1:pos:R:3:nbo_charge:R:1
C -1.63 -0.28 0.11 -0.60
C -0.17 0.17 0.03 0.03
C 0.09 1.45 0.83 -0.62
C 0.78 -0.98 0.38 -0.08
O 1.96 -0.67 -0.33 -0.54
C 1.23 -0.44 -1.51 0.33
N 0.18 0.28 -1.40 -0.41
H -2.29 0.50 -0.29 0.22
H -1.92 -0.47 1.15 0.21
H -1.79 -1.19 -0.48 0.22
H -0.18 1.31 1.88 0.21
H 1.14 1.73 0.76 0.22
H -0.52 2.26 0.43 0.22
H 0.99 -1.16 1.47 0.22
H 0.42 -1.74 -0.63 0.16
H 1.72 -0.77 -2.41 0.20
```

---

Entry 10:
ORCA calculation (ωB97M-V/def2-TZVPD) on the molecule C5H9NO.

Summary:
* energy: -325.8759 hartree
* M: 99.13 g mol⁻¹
* frontier orbital gap: 11.28 eV
* net charge: 0
* structure (SMILES): COC[C@@H](C)C#N

```
16
Properties=species:S:1:pos:R:3:nbo_charge:R:1
C 2.63 0.41 0.23 -0.25
O 1.26 0.75 0.25 -0.54
C 0.42 -0.38 0.24 -0.04
C -1.09 0.03 0.29 -0.34
C -1.84 0.55 -0.98 -0.59
C -1.88 -1.14 0.72 0.28
N -2.57 -2.04 0.92 -0.33
H 3.21 1.33 0.24 0.20
H 2.90 -0.16 -0.68 0.17
H 2.94 -0.19 1.10 0.17
H 0.64 -0.99 1.14 0.18
H 0.63 -1.01 -0.64 0.17
H -1.14 0.79 1.09 0.25
H -2.86 0.90 -0.75 0.23
H -1.28 1.39 -1.40 0.22
H -1.98 -0.22 -1.76 0.22
```

---

Entry 11:
ORCA calculation (ωB97M-V/def2-TZVPD) on the molecule C5H9NO.

Summary:
* energy: -325.8209 hartree
* M: 99.13 g mol⁻¹
* frontier orbital gap: 9.12 eV
* net charge: 0
* structure (SMILES): C/N=C(\C)CC=O

```
16
Properties=species:S:1:pos:R:3:nbo_charge:R:1
C 0.38 2.01 -0.11 -0.44
N 0.67 0.60 -0.23 -0.41
C -0.29 -0.29 -0.09 0.37
C -1.71 -0.15 -0.54 -0.70
C 0.38 -1.65 0.07 -0.57
C 1.58 -1.03 0.76 0.48
O 2.74 -1.37 0.78 -0.57
H -0.42 2.31 -0.79 0.19
H 0.10 2.27 0.91 0.21
H 1.28 2.58 -0.38 0.21
H -1.75 -0.26 -1.62 0.25
H -2.11 0.83 -0.26 0.23
H -2.31 -0.94 -0.10 0.23
H 0.64 -2.08 -0.90 0.24
H -0.17 -2.31 0.74 0.23
H 0.99 -0.51 1.76 0.04
```

---

Entry 12:
ORCA calculation (ωB97M-V/def2-TZVPD) on the molecule C5H9NO.

Summary:
* energy: -325.8055 hartree
* M: 99.13 g mol⁻¹
* frontier orbital gap: 9.40 eV
* net charge: 0
* structure (SMILES): C[C@H]1CC=C1NO

```
16
Properties=species:S:1:pos:R:3:nbo_charge:R:1
C 1.13 1.12 1.11 -0.61
C 0.74 0.48 -0.21 -0.23
C 1.30 -0.96 -0.51 -0.40
C -0.15 -1.39 -0.64 -0.26
C -0.62 -0.18 -0.32 0.14
N -1.87 0.44 -0.19 -0.33
O -2.91 -0.51 -0.33 -0.57
H 2.20 1.37 1.12 0.21
H 0.94 0.45 1.96 0.21
H 0.58 2.05 1.28 0.21
H 0.94 1.17 -1.04 0.20
H 1.93 -1.03 -1.40 0.20
H 1.83 -1.40 0.34 0.20
H -0.62 -2.33 -0.90 0.21
H -1.96 0.82 0.75 0.35
H -3.46 -0.12 -1.02 0.47
```

---

The lowest energy belongs to which entry? number 8